Entry 1:
Formula: C10H14ClNO3
Source: the Open Molecules 2025 dataset
Level of theory: wB97M-V/def2-TZVPD

ORCA input file:
```
! wB97M-V def2-TZVPD RIJCOSX def2/J DEFGRID3
* xyz 0 1
Cl 3.65580 -1.76298 -1.55516
O -4.09208 -1.47435 -2.06597
O -3.84173 0.70583 -1.59507
O 2.21150 -0.44878 0.14417
N -1.80010 0.57392 -0.02745
C 2.36616 2.08840 -1.15411
C -0.62654 1.05594 -0.55306
C -3.53134 -0.56071 -1.49170
C -2.33496 -0.74165 -0.47462
C 2.82530 0.81372 -1.70306
C -2.70252 -1.77658 0.55610
C 2.84828 -0.28931 -0.96696
C 2.74337 -1.21426 1.28555
C 0.17130 1.86229 0.11668
C 1.33706 2.52690 -0.38380
H 2.30991 -1.09112 2.26105
H -3.13030 -2.69325 -0.11065
H 2.87616 -2.31119 0.98158
H 3.74803 -0.95914 1.30419
H -1.73146 -1.28925 -1.22595
H -0.64196 0.79422 -1.56057
H -1.78970 -2.16959 1.22228
H -0.10752 2.11013 1.26215
H 1.34444 3.44405 0.05728
H 3.37035 0.76491 -2.66545
H -3.49057 1.28372 -0.87491
H -1.85418 0.44689 0.97441
H -3.58134 -1.37342 1.08468
H 3.05815 2.79121 -1.43939
*
```

Calculated values
HOMO	-7.8	eV
Kohn-Sham gap	8.37	eV
maximum force	0.0742	Eh/bohr
molecular weight	231.68	g mol⁻¹
SMILES	CO\C(Cl)=C/C=C\C=C\N[C@@H](C)C(=O)O

Here are the Löwdin charges for atoms 1 to 6, given in e: Cl 0.666; O 0.091; O 0.118; O -0.136; N -0.017; C -0.074

---

Entry 2:
Formula: C2H2Cl3O2S
Source: the Open Molecules 2025 dataset
Level of theory: wB97M-V/def2-TZVPD

ORCA input file:
```
! wB97M-V def2-TZVPD RIJCOSX def2/J DEFGRID3
* xyz -1 1
Cl 0.68055 2.05877 -0.65183
Cl 1.63872 -1.33301 -1.40450
Cl -2.59132 0.67540 -0.27813
S 1.69370 -0.34040 0.56659
O -0.33100 0.87534 1.63798
O 1.58367 -1.47997 1.52023
C -0.99542 -0.03766 -0.44495
C -0.02892 0.56422 0.51093
H -1.03177 -0.99746 -0.04418
H -0.61821 0.01477 -1.41213
*
```

Calculated values
HOMO	-5.0	eV
Kohn-Sham gap	8.27	eV
energy above the lowest of the compared OMol25 structures with the same formula, charge and spin	0.69	kcal/mol
maximum force	0.0436	Eh/bohr
molecular weight	196.46	g mol⁻¹

Here are the Löwdin charges for atoms 1 to 6, given in e: Cl 0.264; Cl 0.086; Cl 0.583; S 0.633; O -0.108; O -0.589

---

Entry 3:
Formula: C11H21F3NO9S
Source: the Open Molecules 2025 dataset
Level of theory: wB97M-V/def2-TZVPD

ORCA input file:
```
! wB97M-V def2-TZVPD RIJCOSX def2/J DEFGRID3
* xyz -1 1
S 3.60482 -3.88723 -0.36737
F 5.48420 -5.82964 -0.62969
F 4.34144 -5.45770 -2.45737
F 3.43053 -6.56238 -0.80365
O 4.57976 -2.86359 -0.76833
O -0.56304 3.32082 -2.09746
O -3.81624 0.92660 0.77890
O 3.55864 -4.10193 1.08551
O 1.11041 -0.02487 -1.56830
O -2.87610 -1.13776 1.83305
O -0.55784 -1.53404 1.25029
O 2.27706 -3.68360 -0.96271
O -2.70689 1.10722 2.95917
N 0.15630 0.86709 3.76725
C -1.80990 2.20712 2.57323
C 4.23729 -5.49033 -1.08992
C -0.07472 2.28364 -1.17584
C 0.40443 -1.71681 0.14859
C -0.35500 2.22020 3.32716
C -3.05571 2.50538 -2.25243
C -3.14906 0.31410 1.79534
C -1.60011 2.81814 -3.01153
C 1.33078 -0.36669 -0.15364
C 1.20004 1.42287 -1.81514
C -1.96489 -1.54115 0.72845
H -2.22782 -2.63840 0.34604
H 1.11723 -2.65049 0.27858
H 1.16659 0.75332 3.47189
H -0.24640 -1.95264 -0.81949
H -1.83925 3.71469 -3.76243
H -2.09725 -0.83889 -0.20022
H 0.38255 2.84042 -0.22443
H -2.33727 3.24428 2.84009
H -1.58161 2.12261 1.40737
H -0.89499 1.56126 -0.75797
H -0.33821 0.07058 3.30910
H 2.45650 -0.73027 -0.01867
H -2.96120 2.94916 -1.16691
H -1.27389 1.89580 -3.65950
H -3.94943 2.94255 -2.87215
H 2.25244 1.89692 -1.53797
H 0.44187 2.65386 2.55513
H -0.32669 2.96172 4.25352
H 1.09677 1.56759 -2.99556
H 1.14083 0.50567 0.60306
H -3.16699 1.33480 -2.14303
*
```

Calculated values
HOMO	-6.2	eV
Kohn-Sham gap	8.37	eV
maximum force	0.1789	Eh/bohr
molecular weight	400.35	g mol⁻¹

Here are the Löwdin charges for atoms 1 to 6, given in e: S 0.482; F 0.077; F 0.076; F 0.076; O -0.351; O -0.225

---

Entry 4:
Formula: C5H14BrNSi
Source: the Open Molecules 2025 dataset
Level of theory: wB97M-V/def2-TZVPD

ORCA input file:
```
! wB97M-V def2-TZVPD RIJCOSX def2/J DEFGRID3
* xyz 0 1
Br 0.07414 0.67074 1.44843
Si -1.55580 -0.53871 -0.25709
N 1.74951 -0.01618 1.71419
C 2.78201 0.27417 0.90973
C -1.05012 0.07186 -2.04565
C -1.15570 -2.23601 0.07252
C 3.17998 1.74540 0.58287
C -3.16890 0.21771 0.42736
H -1.02497 -2.68403 -0.87578
H 3.63161 -0.30366 1.25278
H -0.76167 1.18146 -1.93133
H 2.68067 -0.10885 -0.16130
H 2.21715 2.09264 0.32353
H -1.82811 -0.03620 -2.88616
H 3.57016 2.29768 1.32961
H -1.96935 -2.63192 0.61377
H -3.18332 0.94972 1.26860
H -0.21841 -0.46065 -2.35236
H 3.83127 1.71149 -0.31079
H -0.25637 -2.34832 0.58389
H -3.69110 0.75561 -0.49925
H -3.85268 -0.60395 0.79245
*
```

Calculated values
HOMO (alpha / beta)	-6.8 / -6.8	eV
Kohn-Sham gap (alpha / beta)	7.18 / 7.18	eV
energy above the lowest of the compared OMol25 structures with the same formula, charge and spin	83.93	kcal/mol
maximum force	0.0954	Eh/bohr
molecular weight	196.16	g mol⁻¹

Here are the Löwdin charges for atoms 1 to 6, given in e: Br 0.768; Si 0.515; N -0.550; C -0.563; C -0.205; C -0.208

---

- Among the records above, which one has the lowest maximum force?
  C2H2Cl3O2S

---

- What is the formula in the fourth record?
  C5H14BrNSi

---

- Which of these has the lowest maximum force?
  C2H2Cl3O2S